# 1
The following is a DFT calculation (the ωB97M-V functional and the def2-TZVPD basis) of one molecule with the formula C3H5N3.

Summary:
Orbital gap   10.121 eV
Calculated total energy   -7658.9479 eV
Charge   0
SMILES string   [H]/N=N/N=C=CC
Lowest unoccupied orbital energy   0.96 eV
ΔE to the lowest compared entry with this formula, charge and spin   3.508 eV

Each line ends with the Mulliken charge.
Cartesian coordinates (Å):
C -1.834312 0.527819 -0.003228  -0.96
C -0.461637 1.043923 -0.338171  -0.36
C 0.641022 0.583454 0.191043  0.39
N 1.693205 0.207465 0.713825  -0.18
N 2.404761 -0.826177 0.084615  -0.04
N 1.938569 -1.938426 0.342389  -0.33
H -2.558767 1.345933 -0.015743  0.30
H -2.164802 -0.221895 -0.729763  0.25
H -1.854376 0.066344 0.985947  0.32
H -0.356094 1.820841 -1.091468  0.33
H 2.552432 -2.609284 -0.139442  0.27

Force components x, y, z for each atom (eV/Å):
-0.145 -0.074 0.056
0.280 -0.050 -0.003
0.211 -0.096 0.060
-0.508 0.328 -0.149
-0.200 -0.580 0.035
0.260 0.374 -0.162
0.081 -0.089 0.027
0.036 0.124 0.055
0.019 0.032 -0.106
0.017 -0.068 0.107
-0.051 0.100 0.082

=====

# 2
The following is a DFT calculation (the ωB97M-V functional and the def2-TZVPD basis) of C31H56CeN3O3P2 as an isolated structure in a non-equilibrium geometry.

Summary:
Orbital gap (spin up / spin down)   6.292 / 6.288 eV
Calculated total energy   -75150.0600 eV
Charge   +3
Lowest unoccupied orbital energy (spin up / spin down)   -9.65 / -9.65 eV

Each line ends with the Mulliken charge.
Cartesian coordinates (Å):
C 2.369274 1.238491 -1.873422  0.26
C 0.962516 -0.645045 -2.103691  0.53
C 3.065528 0.907062 -3.027985  -0.91
C 1.533929 -0.920155 -3.360012  -0.71
C 2.592967 -0.146789 -3.813367  -1.09
H 3.926472 1.509675 -3.309677  0.62
H 1.098425 -1.717019 -3.957804  0.68
H 3.055624 -0.365609 -4.774462  0.50
N 1.296284 0.524983 -1.476598  0.54
P 1.510751 2.790538 0.258526  0.74
P -0.846072 -2.672260 -0.605793  0.66
C 2.801936 2.413124 -1.010479  -1.72
H 3.759561 2.175411 -0.517331  0.69
H 3.016187 3.284060 -1.649975  0.65
C -1.373125 -1.595348 1.666292  0.34
O -1.489671 -2.277742 2.603085  -0.30
C -0.249171 -1.352704 -1.615069  -1.69
H -1.084404 -1.115618 -2.313624  1.09
C 0.073643 -4.262784 -1.131564  2.64
C -2.721153 -2.786642 -1.002051  1.88
C 2.369110 2.918241 1.960736  2.23
C 0.843072 4.413515 -0.437575  1.56
C 0.407306 -4.961598 0.198113  -2.05
H -0.498204 -5.282678 0.733906  0.38
H 1.022224 -5.854956 0.007042  0.51
H 0.968617 -4.282348 0.851769  0.22
C -0.700167 -5.219293 -2.042367  -1.77
H -1.623075 -5.597952 -1.587995  0.33
H -0.919537 -4.759103 -3.014143  0.44
H -0.057036 -6.092104 -2.242320  0.50
C 1.352327 -3.868318 -1.867207  -1.43
H 2.004006 -4.751236 -1.957467  0.68
H 1.153415 -3.493520 -2.876677  0.12
H 1.898794 -3.092640 -1.317775  -0.08
C -3.313932 -3.877960 -0.083893  -1.64
H -3.143176 -3.653471 0.977351  0.32
H -4.401063 -3.923651 -0.253206  0.49
H -2.905103 -4.875886 -0.289145  0.28
C -3.405840 -1.444432 -0.678917  -1.72
H -3.240962 -1.119351 0.363531  0.23
H -3.126977 -0.638492 -1.378347  0.25
H -4.492581 -1.592366 -0.796987  0.82
C -3.010831 -3.097370 -2.476879  -1.77
H -2.783244 -4.130745 -2.749178  0.47
H -4.088542 -2.955048 -2.650616  0.55
H -2.472832 -2.427556 -3.157431  0.23
C -0.280284 4.909527 0.490759  -1.23
H -0.701877 5.834619 0.068328  0.57
H -1.089245 4.170106 0.588493  -0.17
H 0.087006 5.143971 1.499160  0.21
C 0.266720 4.116325 -1.837724  -1.53
H 1.046940 3.801290 -2.542556  0.25
H -0.520129 3.347709 -1.826338  0.15
H -0.179886 5.041979 -2.232985  0.59
C 1.929628 5.492425 -0.577156  -1.61
H 1.485987 6.349124 -1.106503  0.55
H 2.288801 5.857766 0.389593  0.39
H 2.791248 5.155434 -1.164806  0.27
C 3.640151 2.053500 1.969191  -2.26
H 4.448909 2.499107 1.374097  0.37
H 4.005341 1.976832 3.005800  0.62
H 3.446327 1.035863 1.604793  0.20
C 1.372576 2.360491 3.002252  -1.58
H 1.173775 1.287691 2.845284  0.16
H 1.811666 2.472521 4.004747  0.54
H 0.414154 2.898588 2.990671  0.30
C 2.755998 4.353781 2.334189  -1.94
H 3.495628 4.770193 1.638482  0.40
H 1.889825 5.024054 2.404722  0.34
H 3.226341 4.327849 3.329898  0.54
Ce -0.584870 0.345724 0.038436  0.56
N 1.129562 -1.035919 0.898045  -0.08
C 1.788215 -1.973623 0.567845  0.24
C 3.084050 -2.648931 1.163591  1.70
C 3.710698 -3.709518 0.272126  -1.80
C 4.118201 -1.550679 1.381246  -1.80
C 2.702407 -3.267276 2.508364  -1.59
H 3.039145 -4.559632 0.112512  0.20
H 4.016052 -3.285405 -0.692637  0.41
H 4.615844 -4.100708 0.759772  0.56
H 3.772158 -0.852228 2.151312  0.38
H 5.065124 -1.980504 1.738544  0.56
H 4.324557 -1.009257 0.446355  0.31
H 3.599079 -3.656677 3.008337  0.45
H 2.255344 -2.504435 3.159101  0.34
H 1.996158 -4.096663 2.396392  0.45
N -4.163955 3.707544 0.558274  -0.18
C -3.906243 3.065350 -0.767649  -0.95
C -2.743437 2.153458 -0.519890  1.29
O -2.422122 1.969646 0.708568  -0.94
O -2.086839 1.603171 -1.468707  -0.61
H -3.863003 3.017036 1.279313  0.33
H -5.135306 3.998866 0.680621  0.40
H -3.590547 4.554788 0.668009  0.34
H -4.791818 2.504214 -1.081109  0.36
H -3.677391 3.825914 -1.521541  0.34

Force components x, y, z for each atom (eV/Å):
0.042 0.227 0.154
0.700 0.808 -1.964
-0.277 -0.153 -0.016
-0.352 -0.145 0.696
0.208 0.209 0.041
-0.175 -0.210 -0.068
0.331 0.106 0.072
-0.092 0.053 0.198
0.169 -1.669 0.043
-0.303 -0.064 0.114
-0.970 -0.597 -1.289
0.070 -0.283 -0.086
-0.403 -0.057 -0.213
-0.163 -0.341 0.258
-0.084 -1.330 3.937
0.268 1.848 -3.148
-1.853 1.544 -0.831
0.430 -0.045 0.143
0.240 -0.499 0.566
0.425 -0.141 -0.277
-0.118 0.218 -0.226
0.078 -0.052 0.353
0.012 -0.186 -0.021
0.229 0.098 -0.144
-0.189 0.225 0.088
-0.233 -0.310 -0.132
-0.218 0.007 -0.165
0.286 0.076 -0.207
0.061 -0.199 0.277
-0.097 0.283 0.169
0.096 0.092 -0.012
-0.211 0.268 0.046
-0.044 -0.158 0.282
0.051 -0.184 -0.328
0.069 0.050 0.033
-0.110 -0.073 -0.193
0.323 -0.011 0.074
-0.149 0.341 0.058
0.081 0.079 0.085
-0.176 -0.056 -0.238
-0.023 -0.255 0.102
0.349 0.134 0.106
-0.305 -0.144 -0.074
-0.116 0.355 0.105
0.273 -0.002 -0.016
-0.115 -0.091 0.040
0.015 0.253 -0.052
0.086 -0.183 0.140
0.204 0.045 -0.023
-0.167 -0.055 -0.297
-0.046 -0.027 0.093
-0.217 0.095 0.099
0.255 0.163 0.008
0.172 -0.233 0.078
-0.189 0.324 0.042
0.181 -0.178 0.092
-0.140 -0.077 -0.340
-0.197 0.137 0.117
-0.042 -0.023 0.024
-0.204 -0.112 0.186
-0.122 0.015 -0.296
0.039 0.285 0.045
0.073 0.113 -0.097
0.071 0.169 0.003
-0.185 -0.067 -0.239
0.193 -0.067 0.015
0.166 0.013 0.318
-0.220 -0.102 0.218
0.308 -0.158 -0.030
-0.121 0.048 -0.255
-0.387 0.581 -0.196
2.298 -3.493 -1.414
0.390 3.542 4.069
0.661 -1.310 -0.612
0.104 -0.359 -0.305
-0.097 0.877 -0.054
-0.685 0.162 0.386
0.252 0.212 -0.022
-0.051 -0.190 0.158
-0.316 0.214 -0.065
0.088 -0.099 -0.214
-0.398 -0.110 -0.187
0.007 -0.069 0.284
-0.118 0.149 -0.316
0.078 -0.240 -0.044
0.223 0.169 0.162
-0.275 0.510 0.047
-0.216 0.342 -0.142
1.796 -1.230 -0.234
-0.037 -0.340 -0.916
-1.073 0.674 1.247
-0.143 0.415 -0.148
-0.086 -0.120 0.045
-0.062 -0.269 0.095
0.164 0.049 0.021
-0.049 -0.210 0.118

=====

# 3
The following is a DFT calculation (the ωB97M-V functional and the def2-TZVPD basis) of C25H23AgN8O2S as an isolated structure.

Summary:
Orbital gap   7.856 eV
Calculated total energy   -57150.1650 eV
Charge   0
Lowest unoccupied orbital energy   -0.14 eV
ΔE to the lowest compared entry with this formula, charge and spin   0.101 eV

Each line ends with the Mulliken charge.
Cartesian coordinates (Å):
Ag -1.713621 0.350570 -1.048042  0.26
N 2.961947 0.513021 -0.040166  0.21
C 1.758813 0.390316 -0.627654  -1.23
N 0.658756 0.091630 -0.025693  0.57
C 0.668447 -0.032898 1.347025  -0.31
N -0.394772 -0.137663 2.069065  -0.89
N -1.551085 -0.201304 1.305441  0.27
C -2.599386 0.165739 1.922638  -0.50
C -3.922432 0.123121 1.266040  0.93
C -5.046537 0.359539 2.046373  -0.82
C -6.299789 0.280773 1.459189  -0.34
C -6.380367 -0.034502 0.115893  -0.67
C -5.198483 -0.244993 -0.584923  -0.20
N -3.995576 -0.166158 -0.038480  0.07
C 1.967163 -0.035928 2.046603  0.89
C 2.096539 -0.352462 3.401153  -0.34
C 3.336645 -0.362081 4.002352  -0.85
C 4.475164 -0.043758 3.256940  -0.39
C 4.372490 0.267311 1.919255  -0.95
C 3.113020 0.258963 1.317465  0.35
H 3.740707 0.829578 -0.593525  0.30
H 1.740512 0.589389 -1.689988  0.67
H -2.560730 0.485821 2.963330  0.32
H -4.933534 0.600054 3.093931  0.36
H -7.192083 0.461147 2.043182  0.42
H -7.329500 -0.108297 -0.394286  0.37
H -5.226937 -0.479011 -1.642916  0.37
H 1.200871 -0.582979 3.959564  0.47
H 3.428205 -0.616534 5.047832  0.43
H 5.448199 -0.045821 3.729773  0.41
H 5.248915 0.508820 1.333126  0.44
O 1.218042 2.794288 -2.104610  -0.70
C 0.122105 3.224177 -1.757830  0.31
C -0.140840 4.706921 -1.496229  -0.43
C -1.626295 4.757417 -1.167521  -0.39
C -2.033662 3.290804 -1.180542  0.39
O -3.143982 2.872555 -0.881561  -0.60
N -0.995332 2.488616 -1.559706  -0.22
H 0.146157 5.278925 -2.378293  0.27
H 0.502670 5.031756 -0.677782  0.21
H -2.214694 5.294826 -1.912269  0.26
H -1.863683 5.188400 -0.195520  0.26
N -1.685466 -1.737571 -2.608801  -0.51
C -0.789133 -2.514832 -1.884089  0.50
S -1.337904 -3.570552 -0.750258  -0.33
N 0.499395 -2.292208 -2.254617  -0.01
C 1.716302 -2.663284 -1.635146  0.29
C 2.848504 -2.657094 -2.446154  -0.24
C 4.097910 -2.907709 -1.905165  -0.54
C 4.229056 -3.172083 -0.549780  -0.66
C 3.097278 -3.178225 0.251677  -0.76
C 1.839672 -2.924460 -0.274775  -0.15
H -2.641744 -2.047964 -2.531975  0.25
H -1.414024 -1.453852 -3.540022  0.16
H 0.630795 -1.643832 -3.017391  0.25
H 2.745413 -2.460505 -3.506903  0.40
H 4.968015 -2.898049 -2.548352  0.40
H 5.200945 -3.368209 -0.119779  0.42
H 3.184592 -3.365649 1.314087  0.39
H 0.968347 -2.904028 0.358830  0.15

Force components x, y, z for each atom (eV/Å):
0.162 0.239 -0.183
-0.031 0.082 0.064
-0.041 -0.016 -0.079
0.037 0.070 -0.070
0.416 -0.074 0.286
-0.352 -0.117 -0.323
-0.123 0.306 0.407
-0.051 -0.215 -0.150
0.106 -0.031 0.170
-0.109 -0.013 -0.148
0.057 0.004 0.019
0.066 -0.014 -0.034
-0.035 0.040 -0.064
0.129 0.030 0.129
-0.068 -0.093 0.004
-0.018 0.037 0.000
0.022 0.019 -0.091
0.002 -0.011 0.057
-0.142 0.007 -0.004
0.159 -0.005 -0.112
0.018 -0.045 0.025
-0.029 0.007 -0.058
0.042 -0.006 0.010
0.015 0.000 0.038
-0.021 0.006 -0.003
-0.031 -0.002 -0.003
-0.016 0.025 -0.017
-0.027 -0.021 -0.002
0.017 0.004 0.059
0.010 0.000 0.012
0.042 -0.006 -0.032
0.079 -0.060 0.014
0.113 0.006 -0.115
0.027 0.014 -0.007
0.004 0.059 -0.025
-0.035 -0.129 -0.001
0.007 0.103 0.010
-0.391 -0.243 0.086
-0.009 0.003 0.006
-0.014 0.008 0.008
-0.014 -0.017 0.013
0.017 -0.001 0.004
0.144 0.054 0.064
0.042 -0.026 -0.251
0.001 -0.067 0.167
-0.104 0.125 -0.007
-0.038 -0.012 0.004
-0.031 -0.035 0.026
0.048 0.017 0.002
-0.039 0.018 -0.005
-0.054 -0.001 0.078
0.033 0.043 -0.106
0.035 -0.076 0.042
-0.030 0.055 0.011
-0.039 0.002 0.042
-0.008 0.015 -0.017
0.011 -0.011 -0.003
0.045 -0.011 0.004
0.028 -0.009 0.021
-0.036 -0.032 0.030